The following is a quantum chemistry calculation of a structure of composition C5H12N2O at a distorted geometry, from the OMol25 dataset.

Geometry as XYZ:
```
20
C5H12N2O | the OMol25 dataset | the ωB97M-V functional and the def2-TZVPD basis
C 1.137 -0.137 1.705
C 0.973 -0.497 -0.776
C 1.742 -1.595 -0.695
O 0.698 0.353 0.410
H 1.054 0.153 -1.636
H 0.629 -1.066 1.955
H 2.210 -0.290 1.627
H 0.882 0.625 2.433
H 1.828 -2.220 0.181
H 2.334 -1.857 -1.559
C -1.379 -0.673 -0.950
C -0.987 0.962 0.280
N -0.841 2.011 -0.604
N -1.677 1.011 1.335
H -0.296 1.795 -1.422
H -0.753 2.938 -0.211
H -2.645 1.258 1.158
H -2.408 -0.311 -1.036
H -1.091 -0.963 -1.959
H -1.409 -1.496 -0.236
```

- HOMO level: -7.2 eV
- HOMO-LUMO gap: 0.295 hartree
- Relative energy (zero: lowest compared OMol25 entry of this formula, charge and spin): 709.2 kJ/mol